C44H76N4O14S7 | ωB97M-V/def2-TZVPD

Geometry (Å):
O (-0.407, 5.177, 6.492)
S (0.816, 5.244, 5.713)
O (1.133, 4.536, 4.460)
C (1.133, 7.033, 5.429)
C (2.152, 7.499, 6.497)
C (2.488, 6.284, 7.470)
C (2.315, 4.950, 6.797)
H (0.141, 7.484, 5.411)
H (1.667, 7.117, 4.482)
H (3.151, 7.816, 6.198)
H (1.722, 8.260, 7.148)
H (1.844, 6.237, 8.348)
H (3.482, 6.257, 7.918)
H (2.276, 4.189, 7.576)
H (3.214, 4.807, 6.197)
O (7.833, -4.255, -2.377)
S (6.983, -3.235, -1.783)
O (7.133, -2.755, -0.410)
C (7.041, -1.732, -2.911)
C (5.863, -2.033, -3.885)
C (4.729, -2.479, -3.022)
C (5.273, -3.565, -2.157)
H (8.037, -1.519, -3.299)
H (6.744, -0.942, -2.221)
H (5.546, -1.115, -4.379)
H (6.041, -2.879, -4.550)
H (4.023, -2.880, -3.750)
H (4.218, -1.683, -2.481)
H (5.235, -4.542, -2.639)
H (4.753, -3.651, -1.203)
O (-1.107, -8.837, 4.415)
S (-0.913, -7.593, 5.223)
O (-0.156, -7.465, 6.459)
C (-0.092, -6.405, 4.081)
C (-0.882, -5.043, 4.213)
C (-2.421, -5.376, 4.256)
C (-2.508, -6.581, 5.345)
H (-0.271, -6.629, 3.029)
H (0.977, -6.319, 4.275)
H (-0.562, -4.562, 5.138)
H (-0.728, -4.324, 3.408)
H (-2.692, -5.690, 3.248)
H (-2.996, -4.472, 4.457)
H (-3.298, -7.325, 5.235)
H (-2.561, -6.174, 6.354)
O (-6.544, -0.196, -5.315)
S (-6.242, 1.159, -5.816)
O (-5.690, 1.322, -7.157)
C (-7.807, 2.168, -5.692)
C (-7.862, 2.641, -4.253)
C (-6.435, 2.995, -3.760)
C (-5.424, 2.055, -4.574)
H (-8.672, 1.649, -6.106)
H (-7.548, 3.028, -6.310)
H (-8.452, 3.557, -4.282)
H (-8.291, 1.925, -3.552)
H (-6.246, 3.100, -2.692)
H (-6.145, 4.033, -3.923)
H (-4.725, 1.508, -3.941)
H (-4.755, 2.716, -5.125)
O (4.949, -0.294, 5.267)
S (4.746, -1.735, 5.422)
O (3.843, -2.327, 4.473)
C (6.355, -2.623, 5.338)
C (6.639, -3.029, 6.811)
C (5.392, -3.093, 7.687)
C (4.311, -2.096, 7.222)
H (7.118, -2.095, 4.766)
H (6.248, -3.588, 4.841)
H (7.121, -4.005, 6.858)
H (7.206, -2.288, 7.375)
H (5.560, -2.909, 8.748)
H (4.861, -4.045, 7.663)
H (4.126, -1.176, 7.777)
H (3.305, -2.514, 7.255)
O (-1.651, -7.933, -3.906)
S (-1.828, -6.575, -3.518)
O (-1.729, -6.240, -2.124)
C (-0.490, -5.614, -4.368)
C (-1.232, -4.928, -5.570)
C (-2.613, -4.618, -5.077)
C (-3.225, -5.843, -4.408)
H (0.384, -6.226, -4.588)
H (-0.188, -4.851, -3.651)
H (-0.633, -4.059, -5.844)
H (-1.323, -5.629, -6.400)
H (-3.361, -4.245, -5.777)
H (-2.652, -3.798, -4.359)
H (-3.479, -6.602, -5.148)
H (-4.046, -5.697, -3.707)
O (5.800, 4.797, 2.587)
S (5.923, 4.527, 1.180)
O (7.206, 4.337, 0.541)
C (4.987, 2.977, 0.620)
C (3.907, 3.481, -0.341)
C (4.229, 4.854, -0.936)
C (4.728, 5.649, 0.319)
H (4.430, 2.710, 1.518)
H (5.746, 2.323, 0.190)
H (3.852, 2.702, -1.101)
H (2.951, 3.437, 0.181)
H (3.373, 5.363, -1.379)
H (4.972, 4.604, -1.694)
H (3.896, 5.827, 1.000)
H (5.014, 6.640, -0.034)
C (-3.102, 7.374, -1.907)
C (-2.450, 6.612, -0.906)
C (-1.106, 6.812, -1.119)
N (-0.954, 7.708, -2.066)
C (-2.146, 7.978, -2.658)
H (-4.163, 7.575, -1.926)
H (-2.859, 6.062, -0.072)
H (-0.243, 6.434, -0.592)
H (-0.028, 8.038, -2.300)
H (-2.277, 8.643, -3.498)
C (-2.327, -0.234, -0.236)
C (-1.123, -0.908, -0.373)
C (-0.251, -0.285, 0.603)
N (-1.002, 0.750, 1.207)
C (-2.256, 0.851, 0.628)
H (-3.240, -0.423, -0.781)
H (-0.909, -1.800, -0.944)
H (0.745, -0.537, 0.934)
H (-0.677, 1.357, 1.946)
H (-2.821, 1.719, 0.935)
C (-8.253, -4.708, -0.294)
C (-9.052, -5.377, -1.274)
C (-8.956, -4.587, -2.412)
N (-8.129, -3.501, -2.220)
C (-7.538, -3.631, -0.919)
H (-8.226, -5.146, 0.693)
H (-9.538, -6.320, -1.067)
H (-9.474, -4.652, -3.358)
H (-7.898, -2.739, -2.841)
H (-6.873, -2.897, -0.491)
C (-0.191, 3.398, -6.762)
C (-0.284, 2.125, -6.194)
C (-0.311, 2.332, -4.837)
N (-0.412, 3.623, -4.587)
C (-0.215, 4.342, -5.729)
H (-0.226, 3.578, -7.826)
H (-0.198, 1.221, -6.778)
H (-0.547, 1.664, -4.021)
H (-0.430, 4.089, -3.691)
H (-0.313, 5.416, -5.686)

Properties
DFT total energy in eV: -157322.8257
Total charge: 0
E_HOMO in eV: -8.08
LUMO energy in eV: -0.24
Relative energy (zero: lowest compared OMol25 entry of this formula, charge and spin) in kJ/mol: 575.8
Max |F| in eV/A: 3.84
SMILES: O=S1(=O)CCCC1.O=S1(=O)CCCC1.O=S1(=O)CCCC1.O=S1(=O)CCCC1.O=S1(=O)CCCC1.O=S1(=O)CCCC1.O=S1(=O)CCCC1.c1cc[nH]c1.c1cc[nH]c1.c1cc[nH]c1.c1cc[nH]c1